[1]
Here is C38H49MgN3O5PSSb as an isolated structure from the Open Molecules 2025 dataset. Energies are from ωB97M-V/def2-TZVPD.

Element x y z (Å)
Mg 0.3584 1.2234 1.1866
N -2.2135 1.1952 1.6758
C -2.7353 1.1138 0.3049
C -1.6037 1.3474 -0.6902
O -1.1584 2.4643 -2.4598
O -0.5306 0.5672 -0.3890
H -2.8753 0.8037 2.3344
H -2.1049 2.1688 1.9476
H -3.5754 1.7879 0.1391
H -3.0767 0.0894 0.1276
O 1.8449 3.4930 3.8911
S 1.3757 3.2236 2.5667
O 2.1835 2.2443 1.7952
O -0.0327 2.7300 2.4800
C 1.2717 4.7524 1.6587
C 1.5421 5.9168 2.3566
C 1.3446 7.1441 1.7376
C 0.8721 7.1918 0.4380
C 0.6075 6.0167 -0.2538
C 0.7924 4.7725 0.3360
P 0.6080 3.1784 -0.5853
C -1.1697 2.8866 -1.0751
C -2.1964 3.9459 -0.8391
C -3.4139 3.9172 -1.3919
C -3.9926 2.8415 -2.2166
C -3.4206 1.6772 -2.5307
C -1.9969 1.3233 -2.1853
C 1.4613 3.5879 -2.1352
C 2.7919 3.1900 -2.2291
C 3.5477 3.5115 -3.3488
C 2.9739 4.2290 -4.3858
C 1.6430 4.6211 -4.3039
C 0.8884 4.3021 -3.1877
H 1.8997 5.8493 3.3742
H 1.5559 8.0589 2.2751
H 0.7183 8.1461 -0.0486
H 0.2612 6.0731 -1.2781
H -1.9302 4.7859 -0.2063
H -4.0745 4.7532 -1.1905
H -5.0065 3.0159 -2.5579
H -3.9854 0.9649 -3.1217
H -1.6467 0.4414 -2.7226
H 3.2392 2.6262 -1.4185
H 4.5802 3.1934 -3.4114
H 3.5582 4.4778 -5.2622
H 1.1900 5.1740 -5.1168
H -0.1558 4.5835 -3.1481
N 3.5395 -0.3139 6.6703
C 2.6739 -0.4408 5.9271
C 1.5830 -0.6278 5.0076
C 0.4746 -1.3871 5.3640
C -0.5310 -1.5548 4.4309
C -0.3971 -0.9550 3.1916
N 0.6598 -0.2096 2.8486
C 1.6348 -0.0543 3.7440
H 0.4147 -1.8360 6.3461
H -1.4074 -2.1472 4.6516
H -1.1441 -1.0803 2.4194
H 2.4847 0.5447 3.4447
C -1.3926 -4.9147 1.8752
C -1.6355 -4.5490 0.4106
C -3.0435 -3.9514 0.3073
C -1.5699 -5.8094 -0.4455
Sb -0.2470 -2.9115 -0.0782
C 1.7043 -3.7921 0.4637
C 2.7742 -2.9825 -0.2707
C 1.8907 -5.2753 0.1603
C 1.9041 -3.5629 1.9647
C -0.1804 -2.9142 -2.2672
C 0.4573 -4.1352 -2.9237
C -1.6316 -2.7857 -2.7382
C 0.5791 -1.6483 -2.6828
H -2.2042 -5.5602 2.2317
H -1.3666 -4.0327 2.5228
H -0.4591 -5.4605 2.0137
H -3.7756 -4.6607 0.7120
H -3.3305 -3.7351 -0.7218
H -3.1350 -3.0230 0.8785
H -2.2775 -6.5535 -0.0582
H -0.5813 -6.2681 -0.4478
H -1.8515 -5.6092 -1.4806
H 2.7923 -3.1988 -1.3388
H 3.7637 -3.2333 0.1300
H 2.6347 -1.9041 -0.1493
H 1.6683 -5.5296 -0.8769
H 1.2681 -5.8999 0.8034
H 2.9335 -5.5569 0.3535
H 1.9393 -2.4993 2.2009
H 2.8613 -3.9998 2.2741
H 1.1238 -4.0168 2.5765
H 0.0392 -5.0777 -2.5682
H 1.5361 -4.1623 -2.7654
H 0.2925 -4.0908 -4.0074
H -2.1766 -3.7265 -2.6392
H -1.6459 -2.5084 -3.7985
H -2.1828 -2.0161 -2.1896
H 1.6544 -1.7549 -2.5332
H 0.2535 -0.7675 -2.1268
H 0.4170 -1.4616 -3.7515

**Orbital gap**: 7.387 eV
**ΔE to the lowest compared entry with this formula, charge and spin**: 95.10 kcal/mol
**LUMO**: -0.3 eV
**2S+1**: 1
**DFT total energy**: -87016.1632 eV
**Total charge**: 0

[2]
Here is a 2-piece molecular cluster, CH7N5O overall from the Open Molecules 2025 dataset. Energies are from ωB97M-V/def2-TZVPD.

Element x y z (Å)
H 2.0501 -0.5058 -2.1532
N 1.7990 -0.7798 -1.1187
C 0.7070 -1.3694 -0.9548
N 0.2273 -1.9770 0.1944
H 0.1459 -1.7489 -1.9163
H -0.7232 -2.1158 0.1310
H 0.4307 -1.6496 1.0894
N -1.7695 2.2541 0.7355
N -1.5423 1.1228 0.1317
N -0.4187 0.6376 -0.0332
O 0.6936 1.2928 0.4678
H -1.0526 2.8456 1.2814
H -2.6823 2.4152 1.2179
H 1.5583 0.8234 0.2597

**Orbital gap**: 10.168 eV
**ΔE to the lowest compared entry with this formula, charge and spin**: 42.13 kcal/mol
**LUMO**: 1.0 eV
**Structure (SMILES)**: [H]/N=C/N.N/N=N\O
**2S+1**: 1
**DFT total energy**: -10644.6539 eV
**Total charge**: 0

[3]
Here is one molecule with the formula C12H22O2 from the Open Molecules 2025 dataset. Energies are from ωB97M-V/def2-TZVPD.

Element x y z (Å)
C -1.6842 -2.8549 -0.8203
C -1.9180 -1.7785 0.2071
O -1.5196 -1.8122 1.3415
O -2.6243 -0.7745 -0.3185
C -2.8634 0.3811 0.4854
C -2.2062 1.6069 -0.1446
C -0.6745 1.5223 -0.2008
C -0.1437 2.5443 -1.2040
C -0.0520 1.7364 1.1835
C 1.3929 1.2310 1.2665
C 1.4477 -0.2465 1.0296
C 2.1772 -0.9126 0.1437
C 3.1486 -0.3006 -0.8240
C 2.0806 -2.4089 0.0406
H -0.7506 -2.6363 -1.3350
H -2.4917 -2.8645 -1.5454
H -1.5923 -3.8188 -0.3290
H -2.4833 0.1891 1.4929
H -3.9485 0.5154 0.5295
H -2.5079 2.4884 0.4243
H -2.5949 1.7080 -1.1600
H -0.3970 0.5215 -0.5489
H -0.4236 3.5521 -0.9028
H 0.9393 2.4926 -1.2702
H -0.5512 2.3565 -2.1951
H -0.0848 2.7997 1.4338
H -0.6369 1.1996 1.9321
H 1.7716 1.4398 2.2724
H 2.0180 1.7745 0.5595
H 0.7776 -0.8108 1.6664
H 4.0751 -0.8732 -0.8305
H 3.3853 0.7294 -0.5770
H 2.7365 -0.3270 -1.8340
H 3.0082 -2.8705 0.3806
H 1.9269 -2.7099 -0.9960
H 1.2629 -2.7889 0.6470

**Orbital gap**: 9.657 eV
**ΔE to the lowest compared entry with this formula, charge and spin**: 21.07 kcal/mol
**LUMO**: 0.9 eV
**Structure (SMILES)**: CC(=O)OCC[C@@H](C)CCC=C(C)C
**2S+1**: 1
**DFT total energy**: -16896.2858 eV
**Total charge**: 0

[4]
Here is one molecule with the formula C4H8NO3 from the Open Molecules 2025 dataset. Energies are from ωB97M-V/def2-TZVPD.

Element x y z (Å)
C -1.5978 -0.0809 0.0162
C -0.0177 -0.0647 -0.1109
C 0.3608 1.3426 -0.4392
O -0.2368 1.7781 -1.6360
N 0.6436 -0.6867 1.0255
C 1.4653 -1.9695 0.6938
O 1.2822 -2.5114 -0.3809
O 2.3525 -2.2158 1.5216
H -2.0664 -0.0783 -1.0060
H -1.8487 -0.8971 0.6847
H -1.9727 0.9019 0.5485
H 0.0870 -0.8574 -0.9563
H 1.4601 1.5979 -0.5915
H 0.2261 2.1632 0.4947
H -1.2153 1.5030 -1.4731
H 1.0778 0.0749 1.6087

**Orbital gap (spin up / spin down)**: 11.293 / 6.095 eV
**ΔE to the lowest compared entry with this formula, charge and spin**: 52.06 kcal/mol
**LUMO (spin up / spin down)**: 0.7 / -3.9 eV
**2S+1**: 2
**DFT total energy**: -11906.7125 eV
**Total charge**: 0

[5]
Here is a 2-piece molecular cluster, C4H10NO overall from the Open Molecules 2025 dataset. Energies are from ωB97M-V/def2-TZVPD.

Element x y z (Å)
C -0.6634 -1.9260 1.7579
C -1.8407 -1.3252 1.5917
H -0.6893 -2.9932 1.9482
H 0.2770 -1.4612 1.5136
H -2.7367 -1.9273 1.6665
H -1.9217 -0.2568 1.4459
C 0.4478 -0.1374 -1.9839
N 1.2677 0.9627 -1.4565
C 0.5722 1.6181 -0.3213
O 0.1778 0.8415 0.6951
H -0.4501 0.3119 -2.4161
H 0.1358 -0.8790 -1.2454
H 0.9884 -0.6302 -2.7909
H 2.1289 0.5875 -1.0769
H -0.2698 2.1534 -0.7858
H 1.2750 2.3908 0.0305

**Orbital gap (spin up / spin down)**: 10.647 / 7.680 eV
**ΔE to the lowest compared entry with this formula, charge and spin**: 35.57 kcal/mol
**LUMO (spin up / spin down)**: 1.1 / -1.8 eV
**2S+1**: 2
**DFT total energy**: -7844.2346 eV
**Total charge**: 0

[6]
Here is C36H21Br3F2N6OTi as an isolated structure from the Open Molecules 2025 dataset. Energies are from ωB97M-V/def2-TZVPD.

Element x y z (Å)
Ti -0.1433 0.0697 -1.4599
Br 0.7712 -5.3644 6.8416
C 0.3859 -3.5324 6.5571
C 1.1815 -2.7973 5.6904
C 0.8975 -1.4614 5.4716
C -0.1740 -0.8690 6.1302
C -0.9352 -1.5991 7.0345
C -0.6726 -2.9442 7.2322
N -0.4119 0.5421 6.0597
N -0.4962 1.1494 4.9882
C -0.5773 0.4869 3.7297
C -1.4211 -0.5705 3.4808
C -1.5712 -1.1005 2.1905
C -0.8650 -0.5765 1.1247
O -0.9282 -1.0511 -0.1131
C -0.0256 0.5490 1.3695
N 0.6182 1.0610 0.2817
C 1.4265 2.0917 0.4311
C 1.6362 2.6960 1.6836
C 0.9832 2.2099 2.7854
C 0.1203 1.0965 2.6531
H 2.0164 -3.2677 5.1904
H 1.5149 -0.8822 4.7975
H -1.7369 -1.1101 7.5709
H -1.2733 -3.5263 7.9165
H -1.9977 -1.0020 4.2885
H -2.2403 -1.9315 2.0172
H 1.9116 2.4629 -0.4640
H 2.3005 3.5450 1.7512
H 1.1048 2.6683 3.7572
F -4.1704 3.4652 0.3449
C -3.7427 2.5664 -0.5615
C -2.4056 2.2121 -0.5843
C -1.9452 1.2865 -1.5132
C -2.8668 0.7376 -2.4326
C -4.2066 1.1112 -2.3503
F -5.1320 0.5674 -3.1743
C -4.6728 2.0231 -1.4256
C -2.3655 -0.2237 -3.4376
C -2.9973 -0.5060 -4.6498
C -2.4331 -1.4299 -5.5076
C -1.2426 -2.0562 -5.1615
C -0.6414 -1.6907 -3.9761
N -1.1811 -0.7952 -3.1435
H -1.7447 2.6679 0.1453
H -5.7177 2.2896 -1.3795
H -3.9136 -0.0039 -4.9096
H -2.9160 -1.6546 -6.4488
H -0.7756 -2.7900 -5.8011
H 0.3136 -2.0983 -3.6677
Br 6.0368 -2.6040 -1.3552
C 4.2756 -1.9247 -1.5127
C 3.1951 -2.6752 -0.9558
C 1.9501 -2.1609 -1.0327
N 1.6546 -0.9558 -1.6334
C 2.7022 -0.2576 -2.2119
C 4.0376 -0.7443 -2.1260
C 2.3372 0.9398 -2.8345
C 3.2375 1.7742 -3.5577
C 2.7825 2.9171 -4.1229
Br 3.9470 4.0425 -5.1040
C 1.4162 3.2838 -3.9974
C 0.5974 2.4583 -3.3029
N 1.0068 1.2877 -2.7150
H 3.3677 -3.6250 -0.4733
H 1.1014 -2.6794 -0.6020
H 4.8545 -0.1730 -2.5390
H 4.2733 1.4908 -3.6636
H 1.0369 4.1919 -4.4396
H -0.4519 2.6931 -3.1741

**Orbital gap (spin up / spin down)**: 4.943 / 5.017 eV
**ΔE to the lowest compared entry with this formula, charge and spin**: 0.00 kcal/mol
**LUMO (spin up / spin down)**: -0.8 / -0.8 eV
**2S+1**: 1
**DFT total energy**: -287339.9389 eV
**Total charge**: 0

[7]
Here is C20H32N4O6S2SbSe4Ti as an isolated structure from the Open Molecules 2025 dataset. Energies are from ωB97M-V/def2-TZVPD.

Element x y z (Å)
Ti -0.0956 -0.3033 -1.1658
O -1.3090 -1.3451 -4.6423
C -0.7386 -0.5387 -3.7080
O 0.1456 -1.1291 -2.8783
C -1.1233 0.7368 -3.4636
C -2.0888 1.5438 -4.1661
C -2.3874 2.7731 -3.6935
C -1.7588 3.2732 -2.4970
C -0.8333 2.4937 -1.8868
N -0.4594 1.2667 -2.3425
C -0.1571 2.7962 -0.5850
O -0.5477 3.6906 0.1609
O 0.7975 1.9545 -0.3320
H -0.6398 -1.9737 -4.9598
H -2.5723 1.1106 -5.0313
H -3.1287 3.3857 -4.1918
H -2.0136 4.2306 -2.0679
C -2.6642 2.0773 3.2843
C -1.5796 1.2834 4.0210
C -0.9182 0.2301 3.1336
S -0.1318 1.0251 1.6791
O 0.0393 -0.2281 0.8024
C 1.4859 1.3190 2.4781
C 2.3568 0.0655 2.5562
C 2.8462 -0.2300 3.9731
H -3.2023 2.7313 3.9720
H -3.3870 1.3920 2.8346
H -2.2382 2.6946 2.4932
H -2.0242 0.7785 4.8818
H -0.8276 1.9770 4.4115
H -1.6662 -0.4387 2.7067
H -0.1809 -0.3771 3.6592
H 1.2416 1.7135 3.4667
H 1.9288 2.1138 1.8850
H 3.2159 0.1833 1.8947
H 1.7975 -0.7943 2.1785
H 3.5210 0.5546 4.3239
H 3.3827 -1.1794 4.0029
H 2.0100 -0.2980 4.6714
Se -3.5989 -3.7302 -2.4324
Sb -1.2232 -3.3350 -2.2854
Se 0.4034 -2.6744 -0.3172
Se -0.2971 -3.7385 1.5073
Se 0.0803 -4.5796 -3.8930
C -4.0798 0.1032 -1.2263
C -2.8952 -0.2594 -0.3402
C -3.2601 -1.3619 0.6493
O -1.7999 -0.6675 -1.1377
H -4.9166 0.4312 -0.6063
H -4.3812 -0.7723 -1.8014
H -3.8099 0.9047 -1.9161
H -2.5892 0.6419 0.2170
H -3.7359 -2.1891 0.1241
H -3.9506 -0.9785 1.4058
H -2.3659 -1.7445 1.1437
C 4.3049 -3.2325 0.7252
C 5.0184 -2.0100 0.1506
C 4.0762 -1.1223 -0.5932
N 2.8044 -1.1779 -0.4867
N 2.1124 -0.2916 -1.2525
C 2.8905 0.4736 -1.9753
N 2.4192 1.3678 -2.8556
S 4.5856 0.1218 -1.7369
H 5.0136 -3.8500 1.2777
H 3.8652 -3.8320 -0.0711
H 3.4985 -2.9474 1.3997
H 5.8137 -2.3244 -0.5296
H 5.4921 -1.4343 0.9528
H 1.4166 1.5464 -2.7669
H 3.0132 2.1037 -3.1883

**Orbital gap**: 5.015 eV
**ΔE to the lowest compared entry with this formula, charge and spin**: 86.90 kcal/mol
**LUMO**: 1.4 eV
**2S+1**: 1
**DFT total energy**: -352218.1627 eV
**Total charge**: -1